An isolated ion of composition C7H14N3O and charge +1 in a non-equilibrium geometry, computed with the ωB97M-V functional and the def2-TZVPD basis.

**SMILES**: CN(C)C(=O)/N=C\C=[N+](C)C
**Maximum force**: 4.18 eV Å⁻¹
**E**: -514.2978 a.u.
**Relative energy (zero: lowest compared OMol25 entry of this formula, charge and spin)**: 3.047 eV
**Net charge**: +1
**HOMO level**: -12.9 eV
**Lowest unoccupied orbital energy**: -5.41 eV

XYZ file:
```
25
Properties=species:S:1:pos:R:3:forces:R:3:mulliken_charge:R:1
C 1.796764 0.775482 1.604049 2.476 -1.653 1.083 -1.03
N 2.073264 0.464218 0.216737 0.681 -2.352 -1.433 0.10
C 2.866476 1.342279 -0.614395 2.039 0.524 -1.700 -1.00
C 2.077147 -0.866946 -0.291384 -2.345 2.639 1.925 0.47
O 2.547815 -1.264214 -1.297991 0.923 -0.290 -1.056 -0.49
N 1.170596 -1.717185 0.418086 -1.040 -0.717 0.199 -0.40
C -0.110221 -1.582298 0.366609 3.284 0.321 0.015 -0.44
C -0.722036 -0.395706 -0.221271 0.630 -1.515 -0.153 0.39
N -1.965463 -0.338140 -0.317162 -3.954 0.551 0.522 0.08
C -3.010860 -1.367220 0.163596 3.997 -1.218 -0.104 -0.92
C -2.637362 0.837416 -0.901659 1.588 2.105 2.981 -0.87
H 0.859855 1.205166 1.770152 -1.541 1.023 0.082 0.29
H 1.860540 -0.117423 2.340278 0.165 1.268 -1.495 0.35
H 2.624427 1.458856 1.810360 -0.521 0.129 0.896 0.44
H 3.846764 0.932409 -1.016198 -0.970 -0.131 1.116 0.31
H 2.380960 1.516313 -1.553293 -0.808 -0.003 -0.613 0.35
H 3.130373 2.362311 -0.315909 -0.496 -0.425 1.093 0.38
H -0.660192 -2.398132 0.787468 -0.714 -0.062 0.262 0.43
H -0.163077 0.389853 -0.682694 0.614 0.340 0.056 0.39
H -2.689341 -2.332897 -0.325844 -0.528 0.825 0.951 0.43
H -3.061651 -1.401925 1.262772 0.034 -0.009 -0.577 0.33
H -3.859411 -1.045577 -0.302490 -2.469 0.590 -0.698 0.35
H -3.470552 0.534905 -1.425294 -1.424 -0.472 -1.678 0.33
H -3.002728 1.574833 -0.095587 0.374 -1.506 -0.682 0.37
H -1.882090 1.433634 -1.378945 0.005 0.039 -0.991 0.35
```
Forces are in eV/Å.



A 9-piece molecular cluster, C34H56Cl4F3N7O5S overall in a non-equilibrium geometry, computed with the ωB97M-V functional and the def2-TZVPD basis.

**Maximum force**: 3.72 eV Å⁻¹
**E**: -4627.0742 a.u.
**Net charge**: 0
**HOMO level**: -7.8 eV
**Lowest unoccupied orbital energy**: 0.36 eV

XYZ file:
```
110
Properties=species:S:1:pos:R:3:forces:R:3:mulliken_charge:R:1
C 4.587988 -4.352124 -26.629321 0.565 -0.861 -0.239 -0.92
O 4.481797 -3.385976 -25.631047 -0.281 -0.241 0.977 -0.24
C 5.662451 -3.316362 -24.838428 -0.245 1.220 -0.235 -0.92
C 5.313687 -2.490656 -23.617834 -0.702 0.445 0.355 0.00
N 4.455764 -1.310542 -24.080579 1.224 -0.493 1.704 1.15
H 4.968224 -0.840513 -24.833219 0.276 0.265 -0.401 0.07
H 3.611511 -1.656702 -24.532711 -0.656 0.104 0.333 0.37
C 4.296130 -0.203982 -23.031743 -1.450 -0.410 -0.907 1.88
C 3.328772 -0.522895 -21.886601 0.237 0.367 0.364 -1.39
O 3.462281 -1.836283 -21.406719 0.525 -0.528 -0.398 -0.32
C 2.633405 -2.193047 -20.330422 -0.195 0.030 0.322 -0.86
H 5.441726 -4.070963 -27.249838 -0.316 -0.177 -0.675 0.37
H 3.647377 -4.531009 -27.147981 0.046 0.839 -0.247 0.23
H 4.804718 -5.352580 -26.240016 0.262 0.010 0.448 0.35
H 6.397727 -2.709468 -25.374873 0.359 -0.440 -0.380 0.32
H 6.050089 -4.302806 -24.583633 0.036 -0.001 0.037 0.52
H 6.156173 -2.028871 -23.103368 0.288 -0.156 -0.339 -0.14
H 4.803535 -3.065091 -22.846848 -0.427 0.208 -0.262 0.43
H 3.799337 0.560810 -23.629602 0.131 0.324 0.226 -0.43
H 5.260685 0.195529 -22.725003 0.224 -0.594 -0.051 -0.77
H 2.307488 -0.278617 -22.187774 -0.152 -0.299 -0.156 0.46
H 3.570865 0.154487 -21.062977 0.013 0.312 -0.066 0.60
H 2.482418 -1.372872 -19.624736 -0.052 0.232 -0.116 0.33
H 3.106591 -2.988197 -19.754264 0.146 -0.088 -0.249 0.25
H 1.664758 -2.557788 -20.677707 -0.120 0.114 -0.038 0.32
C 8.042256 1.442606 -26.185814 -0.674 1.212 -0.375 -0.05
F 8.521640 2.682788 -25.995645 0.068 -0.409 -0.270 -0.05
F 8.457496 0.978218 -27.364771 -0.065 0.097 0.195 -0.20
F 8.515056 0.671391 -25.235259 0.048 -0.443 0.449 -0.16
S 6.163037 1.542484 -26.171238 -1.386 -1.158 -0.712 1.98
O 5.685305 2.474459 -25.180790 1.099 0.402 -0.290 -0.81
O 5.771392 1.799250 -27.552193 0.887 1.657 0.281 -1.32
O 5.778976 0.178728 -25.881698 0.559 -1.147 0.647 -1.45
C 15.266937 0.479211 -29.864900 0.913 -0.081 0.264 -1.34
C 13.961429 1.223432 -29.726619 -0.338 -1.400 -0.504 -0.21
N 12.971148 0.366914 -29.039670 0.214 1.093 0.258 0.08
C 13.281886 0.289610 -27.628130 0.642 -0.727 1.214 -0.29
C 12.713167 -0.940254 -26.908600 0.284 -0.486 -0.979 -1.34
C 11.639883 0.911036 -29.205610 -0.899 -0.841 -0.500 -0.25
C 11.112048 0.979710 -30.639744 -0.736 0.166 0.285 -1.36
H 15.136815 -0.558786 -30.171190 -0.298 0.113 -0.270 0.34
H 15.831262 0.409280 -28.933533 -0.019 0.216 0.086 0.33
H 15.918082 0.984497 -30.579431 0.019 -0.040 -0.052 0.42
H 14.114783 2.204136 -29.268271 -0.191 0.155 0.135 0.24
H 13.578353 1.332980 -30.740795 -0.005 0.414 0.064 0.29
H 14.354987 0.174457 -27.468959 0.122 0.174 -0.440 0.32
H 13.039812 1.208385 -27.082497 -0.326 0.254 -0.048 0.31
H 13.219086 -1.157664 -25.967960 -0.452 0.617 0.385 0.44
H 11.624793 -0.955008 -26.867518 0.050 0.006 0.410 0.19
H 13.027819 -1.809929 -27.490912 -0.274 -0.026 -0.329 0.35
H 11.446528 1.865897 -28.702633 0.564 0.502 -0.090 0.28
H 10.908713 0.277678 -28.697183 0.305 -0.407 0.167 0.14
H 11.059839 0.048038 -31.203814 0.530 -0.247 0.324 0.30
H 11.557608 1.736120 -31.284267 -0.053 0.105 0.155 0.38
H 10.059411 1.207198 -30.456111 -0.093 0.452 -0.508 0.40
C 8.994448 5.604050 -24.805217 -0.150 0.276 1.047 0.30
Cl 10.012287 5.224653 -26.138633 0.980 -0.259 -0.352 -0.10
Cl 7.368429 5.582272 -25.358882 -1.316 0.150 -0.322 -0.06
Cl 9.106730 4.467988 -23.430142 0.425 -0.223 -0.213 -0.14
Cl 9.393345 7.195727 -24.140520 0.138 0.279 -0.118 -0.13
N 3.556191 3.312093 -23.547154 0.506 0.268 -0.164 0.35
C 2.260105 3.560895 -23.883222 -0.039 0.292 0.255 -0.25
C 1.531266 3.611901 -22.708362 -0.930 -0.494 -1.264 -1.04
C 2.395307 3.258530 -21.706339 2.502 0.444 2.719 -0.43
C 3.705732 3.197179 -22.182456 -1.667 -0.617 -1.174 -0.26
H 4.304622 3.209617 -24.221304 -0.102 0.053 0.098 0.44
H 1.961194 3.713451 -24.908659 0.073 0.031 0.020 0.34
H 0.476965 3.789587 -22.564580 0.017 0.007 -0.311 0.43
H 2.234332 3.213183 -20.638143 -0.466 0.012 -0.042 0.44
H 4.656619 2.987941 -21.721469 -0.092 -0.015 -0.030 0.30
N 2.535461 -0.727489 -26.753201 0.093 -0.304 -0.796 0.64
C 1.685903 -1.632535 -26.204704 -0.302 -0.680 0.239 -0.79
C 1.016806 -1.038366 -25.156997 0.533 0.189 -0.345 -1.18
C 1.493404 0.301324 -25.114740 -0.304 0.224 0.174 -0.45
C 2.410742 0.462973 -26.135497 -0.389 0.531 1.043 -0.42
H 3.080585 -0.876869 -27.593752 -0.004 -0.142 0.165 0.25
H 1.590734 -2.632853 -26.597139 0.123 0.063 -0.048 0.41
H 0.276478 -1.498702 -24.521941 0.031 0.028 -0.043 0.48
H 1.133492 1.058690 -24.434470 0.206 0.110 -0.054 0.65
H 2.966083 1.341753 -26.421294 0.017 -0.131 -0.073 0.62
N 3.227354 3.591827 -27.718530 -1.552 0.882 1.045 0.32
C 1.911412 3.435034 -28.091304 -0.113 -0.433 -1.348 -0.20
C 1.196444 4.592209 -27.819875 1.064 -0.432 0.238 -0.71
C 2.106016 5.463143 -27.114178 -1.822 -0.704 -0.970 -0.52
C 3.256604 4.768721 -27.048943 2.865 1.308 0.688 -0.76
H 4.057913 3.032842 -27.839760 -0.254 -0.455 0.004 0.33
H 1.682630 2.511413 -28.601718 -0.494 0.192 -0.071 0.33
H 0.200634 4.871342 -28.125310 -0.074 -0.421 0.104 0.44
H 1.807471 6.455249 -26.816712 0.524 -0.050 0.374 0.45
H 4.192773 5.066277 -26.597020 -0.001 0.109 -0.027 0.38
N 7.202987 1.617106 -20.967351 -0.513 -0.012 0.241 0.06
C 7.726847 1.310605 -22.192249 -0.123 1.355 0.281 -0.53
C 7.955533 -0.021434 -22.195732 0.502 -0.887 -1.827 -0.04
C 7.560923 -0.566723 -20.990813 -1.288 0.201 2.228 -0.68
C 7.037617 0.482139 -20.221228 0.686 -0.265 -0.684 -0.73
H 6.860686 2.514024 -20.662264 0.218 0.016 -0.212 0.29
H 7.909783 2.097237 -22.906497 -0.058 -0.219 -0.114 0.09
H 8.265824 -0.593715 -23.057563 0.339 0.129 0.079 0.66
H 7.594539 -1.600703 -20.684541 0.021 0.034 -0.052 0.42
H 6.598681 0.591479 -19.242286 0.115 -0.420 0.019 0.47
N 4.554988 0.013255 -29.073400 -0.729 -1.100 -0.846 0.32
C 4.643027 -1.356841 -29.029581 1.328 -0.066 -0.692 -0.74
C 3.711911 -1.884428 -29.916780 -0.460 -0.859 1.326 -0.75
C 2.891607 -0.835438 -30.320463 0.261 0.975 -0.675 -0.46
C 3.506376 0.306092 -29.880146 -0.851 1.623 0.241 -0.59
H 5.211448 0.677938 -28.664345 -0.282 -0.258 0.134 0.22
H 5.511897 -1.732247 -28.509976 -0.217 -0.515 -0.058 0.51
H 3.418937 -2.891871 -30.172526 0.626 -0.259 0.399 0.42
H 1.983827 -0.895937 -30.899433 0.142 0.044 -0.096 0.43
H 3.200759 1.334799 -30.004067 0.027 -0.015 -0.095 0.57
```
Forces are in eV/Å.



An isolated ion of composition C4H8N2O2 and charge +1 in a non-equilibrium geometry, computed with the ωB97M-V functional and the def2-TZVPD basis.

**Maximum force**: 3.12 eV Å⁻¹
**E**: -416.8503 a.u.
**Expectation value of S²**: 0.755
**Relative energy (zero: lowest compared OMol25 entry of this formula, charge and spin)**: 1.310 eV
**Net charge**: +1
**Spin multiplicity**: 2
**HOMO level (alpha / beta)**: -14.2 / -14.1 eV
**Lowest unoccupied orbital energy (alpha / beta)**: -3.66 / -8.80 eV

XYZ file:
```
16
Properties=species:S:1:pos:R:3:forces:R:3:lowdin_spin:R:1
N 1.872640 -1.744385 -0.591848 -0.761 1.794 0.414 0.75
C 0.656572 -1.040631 -0.291488 -1.829 -2.448 -0.631 0.08
C 0.867034 0.452171 -0.472539 1.108 1.343 -0.619 0.05
N 0.087598 1.363650 0.115102 -1.094 0.671 1.183 0.03
C -1.130507 1.172247 0.933824 1.449 -0.694 0.997 0.00
C -2.105510 0.357766 0.138286 -0.966 -0.390 0.789 0.00
O -2.183055 -0.820754 0.394434 -0.063 0.186 -0.648 0.00
O 1.793400 0.795724 -1.192480 -0.022 -0.654 0.186 0.04
H 2.564191 -1.678314 0.154226 0.512 -0.615 -0.426 0.02
H 2.099031 -1.793944 -1.584510 0.619 -0.336 0.161 0.02
H 0.207330 -1.451955 0.616090 0.452 0.678 0.615 0.01
H -0.110761 -1.406716 -1.008206 0.462 0.550 -0.088 0.01
H 0.485070 2.294898 0.166297 0.114 -0.163 -0.487 0.00
H -1.471865 2.100449 1.407417 -0.024 0.087 -0.922 0.00
H -0.870409 0.558487 1.816523 -0.113 0.006 -0.360 0.00
H -2.760765 0.841302 -0.601122 0.156 -0.016 -0.163 0.00
```
Forces are in eV/Å.



A 2-piece molecular cluster, C32H32N3O2 overall in a non-equilibrium geometry, computed with the ωB97M-V functional and the def2-TZVPD basis.

**Maximum force**: 2.72 eV Å⁻¹
**E**: -1553.1030 a.u.
**Net charge**: +1
**HOMO level**: -10.2 eV
**Lowest unoccupied orbital energy**: -5.11 eV

XYZ file:
```
69
Properties=species:S:1:pos:R:3:forces:R:3:mulliken_charge:R:1
C 4.378452 1.314904 2.986887 0.579 0.381 -0.067 -0.90
N 2.993924 0.888097 2.949463 -1.626 1.808 -0.288 0.18
C 1.937235 1.734325 2.859108 1.310 -1.047 0.445 -1.10
C 0.727347 0.989311 2.919297 -1.151 -0.189 -0.144 1.20
C -0.559959 1.522377 2.923415 1.197 0.125 0.429 -0.92
C -1.779603 0.764052 2.868874 -1.216 -0.484 -0.328 0.93
C -1.962404 -0.315383 1.964592 0.203 0.050 0.488 -0.69
C -3.083880 -1.136715 2.060348 0.055 0.227 -0.093 -0.74
C -4.082929 -0.868090 3.004813 0.361 0.268 0.036 -0.47
C -3.968653 0.260863 3.828579 -0.070 -0.079 -0.100 -0.66
C -2.855734 1.089176 3.738788 0.557 0.005 -0.156 -0.55
C 1.133024 -0.416838 3.067300 0.812 -0.154 -0.084 0.95
C 0.471058 -1.613368 3.301093 0.017 -0.539 -0.032 0.00
C 1.210366 -2.804642 3.388187 -0.048 0.459 0.095 -0.88
C 2.612686 -2.794618 3.349615 -0.048 0.425 -0.157 -0.72
C 3.304685 -1.582821 3.209580 -0.148 -0.278 -0.016 -1.00
C 2.547508 -0.431923 3.055298 -0.709 -0.420 0.221 0.22
H 5.014961 0.434675 3.086170 -0.070 0.280 -0.045 0.28
H 4.636844 1.856864 2.067670 -0.072 -0.273 0.198 0.34
H 4.552724 1.988642 3.837528 -0.110 -0.316 -0.188 0.35
H 2.082234 2.810909 2.789483 -0.031 -0.313 -0.043 0.54
H -0.639462 2.597120 3.115782 -0.043 -0.180 -0.219 0.47
H -1.184423 -0.518229 1.223216 -0.272 0.000 0.234 0.71
H -3.170448 -2.001375 1.401149 -0.038 0.308 0.124 0.49
H -4.944737 -1.533513 3.093558 0.278 0.272 -0.040 0.47
H -4.756839 0.490913 4.547010 0.243 -0.044 -0.229 0.44
H -2.753672 1.967340 4.383105 -0.138 -0.322 -0.154 0.44
H -0.609075 -1.616662 3.412454 0.284 -0.232 -0.098 0.50
H 0.679845 -3.751599 3.495252 0.178 0.299 0.074 0.42
H 3.158496 -3.734438 3.434047 -0.106 0.323 -0.014 0.40
H 4.390523 -1.523333 3.214825 -0.234 -0.262 0.018 0.28
C 0.693720 -1.013959 -3.705771 0.255 -0.971 -0.222 -1.27
C 0.304456 0.339416 -3.342599 -0.462 1.674 -0.048 0.49
C 0.087090 1.442054 -4.129586 0.104 -0.690 0.479 -0.76
C -0.249449 2.512161 -3.255707 -0.026 -0.164 1.304 -0.69
C -0.216337 1.999516 -1.968839 0.782 0.337 -2.584 -0.40
C -0.622613 2.644891 -0.707558 -0.555 0.414 0.075 1.27
N -0.374761 4.083025 -0.676503 -0.018 0.183 -0.019 0.20
C 0.899515 4.674675 -0.360018 0.242 -0.180 -0.079 -0.94
C -1.507376 4.841465 -0.817731 -0.329 0.416 0.112 0.41
O -1.586391 6.060229 -0.747868 0.218 -1.217 -0.121 -0.69
C -2.650349 3.847275 -1.051531 -0.028 0.634 -0.695 0.51
C -3.930831 4.235816 -0.323101 0.153 0.341 -0.044 -1.14
C -4.978245 3.159551 -0.428127 -0.193 0.178 0.022 0.53
C -5.532366 2.595118 0.726694 0.140 -0.257 -0.413 -0.35
C -6.468467 1.564709 0.613069 -0.047 0.045 -0.171 -0.51
C -6.881218 1.119404 -0.649617 0.220 0.170 0.094 -0.55
C -6.344944 1.710125 -1.799819 0.108 0.167 0.065 -0.59
C -5.403985 2.739851 -1.693537 -0.198 -0.405 0.331 -0.30
N -2.066038 2.628449 -0.612523 -0.472 -1.036 1.687 -0.06
O 0.114504 0.665375 -2.009757 0.003 0.442 -0.456 -0.37
H 0.814399 -1.035980 -4.795375 0.002 -0.119 0.273 0.33
H 1.646146 -1.311157 -3.249748 -0.161 0.032 -0.058 0.29
H -0.064584 -1.758185 -3.431961 0.137 0.116 -0.017 0.29
H 0.156468 1.483688 -5.212073 0.027 -0.096 0.310 0.41
H -0.505126 3.532348 -3.534705 0.154 -0.310 0.164 0.57
H -0.131518 2.158895 0.145156 -0.075 -0.064 0.079 -0.60
H 0.818678 5.756896 -0.486991 -0.024 -0.199 0.006 0.38
H 1.193449 4.462455 0.677939 -0.065 0.044 -0.075 0.20
H 1.676254 4.282381 -1.022867 -0.043 0.090 0.019 0.31
H -2.855897 3.844577 -2.145255 0.069 0.098 0.264 0.09
H -3.701362 4.437289 0.733209 -0.067 0.044 -0.276 0.39
H -4.268773 5.167440 -0.805394 -0.020 -0.194 0.363 0.28
H -5.198254 2.958817 1.704148 -0.176 -0.190 -0.319 0.34
H -6.879389 1.112952 1.516142 0.025 0.095 -0.237 0.43
H -7.621234 0.320221 -0.738185 0.269 0.273 0.039 0.39
H -6.655252 1.374935 -2.789114 -0.008 0.054 0.262 0.39
H -4.985258 3.221002 -2.583890 -0.231 -0.263 0.266 0.36
H -2.560836 1.754611 -0.771415 0.343 0.412 -0.252 0.39
```
Forces are in eV/Å.



> What is the E in the first record?

-514.2978 a.u.